1.
C62H85N15 | ωB97M-V/def2-TZVPD

Geometry (Å):
H: -4.7377 -2.0914 3.8664
H: 3.5208 3.5735 0.9448
N: 0.7071 1.7229 -3.3242
C: -4.9756 0.0439 -3.6523
H: 1.8365 -0.4713 3.6292
H: -0.3854 -4.6636 -2.5460
C: -3.9936 -1.3028 1.8787
H: 7.7067 0.5639 2.1338
H: -0.3598 5.2647 5.3439
H: 3.2899 1.4953 4.7513
H: 3.8996 0.3153 -2.8405
C: 3.8072 -2.3276 -2.5274
C: 3.1974 3.1011 1.8585
C: -6.4530 1.7277 -3.5546
C: -1.2908 2.1149 5.0242
H: -2.3994 -8.7093 -0.4811
H: -7.2996 4.9210 -1.0694
C: -1.4734 1.1831 1.3816
C: -6.0784 0.6186 -4.2921
H: -3.5356 3.5375 0.0241
N: 1.9221 2.5986 3.5911
H: -0.1610 -1.2446 -1.6440
C: 8.0290 0.7460 -0.0384
C: -0.9744 -2.5846 -0.2089
C: 7.3367 0.4752 1.1261
C: 3.7856 3.6219 -2.5300
C: -1.0422 -6.9659 0.0267
C: -1.1305 0.4036 0.1283
C: -0.8531 4.5789 0.1631
H: 0.7274 -2.7765 -4.1321
C: -2.3385 -6.3697 1.7643
C: 2.9803 -1.6788 -4.5072
H: 5.4970 -3.2785 -3.4019
C: 0.4012 -3.2900 4.6672
N: -2.1859 -4.0592 -3.5332
H: 0.2375 -4.2439 5.1393
H: 1.2410 1.3226 0.6965
N: -5.9771 -1.3990 0.9537
C: 1.2750 -1.3366 3.9435
H: -2.9229 -1.2525 1.9998
H: -2.3628 2.7631 -3.0716
C: -0.3682 -2.8083 3.6215
H: 1.9825 -3.1396 2.5508
H: 1.8215 -4.3978 0.4645
C: -4.8944 -1.7768 2.8478
C: 3.9484 1.3930 -2.8676
H: -7.1853 2.5158 -3.6255
N: 4.6440 -2.7691 -3.5275
C: -2.5614 -3.0827 -4.4061
H: 2.2587 -2.5847 5.5383
H: 0.5359 -0.0459 -4.5557
H: 7.3371 0.9388 -2.0151
N: -5.2736 4.4707 -0.6554
H: -0.6224 1.8322 1.6078
H: 4.0380 2.1553 -0.8435
C: -1.3160 1.0562 -3.9587
H: -0.2290 -6.9565 -0.6820
C: -1.3420 3.4519 4.5542
N: 0.0877 3.3621 6.2516
H: -5.3407 1.9080 1.3805
N: 2.8297 -3.4012 2.0694
H: -7.1009 -2.0815 2.6205
C: 3.1291 1.9993 3.8118
H: -4.4105 -0.8217 -3.9608
H: 3.3053 0.4668 0.7686
C: -5.5605 2.7332 0.7239
H: 5.0060 2.1109 2.6280
C: 2.5538 -0.2664 0.4758
C: 1.4471 -2.3641 4.8628
N: 0.1967 6.4344 0.7260
H: 1.7016 1.7316 -3.1504
H: 0.1910 3.4567 -2.2399
N: -2.9472 -7.3813 1.0636
C: -1.0110 6.4391 1.3958
H: 3.8259 1.5887 -4.9739
C: -1.6650 5.2432 1.1268
H: -2.1521 0.5764 -4.4383
H: -5.5963 2.4648 -1.7109
H: 0.7362 3.5923 6.9796
C: 2.7518 -4.0459 0.8775
H: -1.6659 0.5459 2.2503
H: -1.4566 -1.6107 -5.4641
C: 3.7440 3.3811 -3.8840
C: -6.6220 4.2913 -0.5165
C: 4.1244 -2.4066 -4.7275
H: -0.9814 1.1459 -0.6749
H: 5.1849 -0.0656 1.4051
C: -4.6876 0.8020 -2.5591
C: -0.1861 2.6161 -2.7960
N: 0.0858 -0.3860 0.3128
H: -0.1689 -1.1187 2.3909
H: -1.2529 -3.2616 3.2007
C: -1.1552 -6.1014 1.1212
H: -1.9669 -0.1950 -0.2279
H: -2.3510 1.8366 1.4076
C: 6.0174 0.1697 0.7596
H: -6.5388 0.2487 -5.1941
C: -0.8553 -4.0001 -3.2497
N: 7.1351 0.6825 -1.0674
H: 4.5901 -2.7213 -5.6488
H: -1.0814 3.5911 -0.2113
C: 2.7869 -1.5963 -3.1427
H: -2.6247 4.9286 1.4963
H: 4.0175 -2.5560 -1.4958
C: 0.0625 -1.5380 -0.6077
H: -3.8426 0.7656 -1.8875
C: -2.1393 -7.7992 0.0317
C: 5.8891 0.3076 -0.6099
H: 0.0160 1.2649 6.6188
H: 1.1137 3.8757 2.0752
C: 1.2539 0.4562 0.0374
C: -0.3250 -2.9899 -4.0495
N: 0.1849 -1.6546 3.1777
H: 0.7341 7.2666 0.5677
H: -3.8384 -7.8058 1.2358
N: 3.8151 2.0335 -4.0747
H: 1.2982 0.7126 -1.0283
H: 3.0233 -0.9785 -0.2069
C: 0.0486 0.7785 -4.0632
H: -7.7430 3.0022 0.8644
C: -6.8190 3.2695 0.3774
C: -0.5242 4.2004 5.3788
H: 4.3022 -2.6217 3.3283
H: 1.0398 -2.0224 -0.5587
C: 3.9517 2.3754 -1.8959
C: -4.6622 -1.1117 0.6882
C: -0.3372 2.0684 5.9926
C: -1.4038 -2.3981 -4.7270
H: 5.0517 0.2119 -1.2783
H: -6.7524 -1.4140 0.3157
H: -2.8248 -4.7557 -3.1916
H: 3.5953 4.0545 -4.7115
H: -4.8472 5.1565 -1.2505
H: -3.5860 -2.9471 -4.7015
C: -6.1391 -1.7640 2.2529
H: 9.0267 1.1087 -0.2170
H: -4.3447 -0.9352 -0.3246
C: 1.9578 3.3021 2.4227
C: 4.9156 -3.6116 1.3725
H: -0.9357 -2.8517 0.8470
C: -4.6114 3.5154 0.0697
H: 2.0002 -1.1332 -2.5652
C: 3.9656 2.3505 2.7801
H: 2.3074 -0.8604 1.3592
H: -2.0120 3.8900 3.8331
H: -2.6976 -6.0569 2.7297
N: -5.5589 1.8556 -2.5143
H: 2.3958 -1.1533 -5.2484
C: 0.2577 5.3171 -0.0608
C: 4.0480 -4.2471 0.4568
C: -1.4361 2.2230 -3.1945
H: 4.2493 -4.7940 -0.4525
C: 4.1187 -3.0607 2.3623
H: -1.9567 1.3263 4.7143
H: 5.9899 -3.5356 1.3587
H: -1.2921 7.2879 1.9955
H: 1.1405 2.6063 4.2256
H: 3.7628 4.5362 -1.9603
H: -2.0004 -2.2888 -0.4320
H: 1.0846 5.1740 -0.7379
H: -0.8470 -3.4804 -0.8213
H: -0.4346 -5.3491 1.4002

Force components x, y, z for each atom (eV/Å):
0.303 0.174 -0.004
0.134 -0.121 -0.025
-0.067 -0.126 -0.210
0.623 -0.597 0.090
0.248 0.001 0.429
-0.019 -0.154 -0.130
1.024 -0.377 -0.520
0.171 -0.196 -0.030
0.188 -0.045 0.183
0.171 -0.162 -0.134
0.280 0.173 0.080
-0.082 0.535 -0.595
-0.292 0.853 0.258
0.545 0.413 0.481
-0.125 0.039 -0.651
0.038 0.229 -0.427
-0.127 0.005 0.228
0.137 0.200 0.950
-0.978 0.626 -0.184
0.009 -0.394 0.193
-0.177 0.294 -0.229
0.271 0.198 -0.041
-0.382 0.529 0.322
-0.283 -0.133 -0.310
0.607 0.112 -0.241
0.318 -0.117 0.207
0.087 -0.638 -0.660
-0.533 1.080 -0.378
-0.839 -1.114 0.472
-0.108 0.190 0.091
0.091 -0.375 -0.144
0.241 0.495 -1.343
0.015 -0.152 0.098
-0.548 0.164 -0.844
-0.760 -0.419 0.626
0.073 0.079 0.224
-0.401 0.330 -0.394
-0.426 0.067 -0.087
-0.005 -0.382 -0.253
-0.010 0.136 -0.049
0.041 0.003 0.312
0.017 -0.883 0.511
0.338 0.185 0.433
-0.063 0.083 0.037
-1.163 0.301 0.115
-0.172 0.536 -0.246
-0.273 -0.332 -0.426
-0.775 0.059 0.413
1.086 0.049 0.193
0.115 0.589 0.041
0.165 0.075 0.095
0.025 -0.075 -0.086
-0.296 -0.527 -0.011
-0.045 -0.047 0.278
-0.051 0.257 -0.003
0.980 -0.193 -0.588
0.004 -0.253 0.031
-0.238 0.677 0.901
-0.004 -0.880 -0.292
-0.051 -0.025 0.036
-0.953 0.305 -0.446
0.001 0.105 0.038
0.115 0.422 0.393
-0.049 0.017 -0.038
-0.083 -0.005 -0.081
1.143 0.825 -0.346
-0.059 -0.225 0.218
-0.285 -0.033 0.222
0.194 0.055 -0.096
-1.016 0.197 -0.083
-0.070 0.061 0.004
-0.187 0.037 0.064
0.447 -0.430 -0.030
-0.040 -0.661 0.092
-0.058 -0.115 -0.021
0.835 1.351 -0.300
0.169 -0.271 -0.023
-0.277 0.063 -0.286
0.111 0.197 -0.071
0.832 -0.441 0.343
0.355 -0.169 -0.072
0.533 0.136 0.130
-0.355 0.460 0.050
-0.038 0.481 0.125
0.237 0.045 -0.731
0.051 -0.193 -0.079
0.232 -0.137 0.097
0.529 0.599 0.366
0.539 -0.132 -0.244
-0.513 -0.230 -0.479
0.362 0.157 -0.188
0.007 0.247 -0.194
-0.144 0.664 0.522
0.038 -0.312 0.260
-0.062 -0.067 -0.797
-1.123 -0.039 -0.533
-0.112 0.133 0.026
0.275 0.541 -1.229
-0.434 -0.367 -0.192
0.008 0.152 0.041
0.214 0.086 -0.248
0.537 -1.092 2.450
0.006 0.033 0.138
-0.047 0.108 0.034
-0.310 -0.368 0.557
-0.127 -0.106 0.076
-0.181 0.526 0.396
1.006 0.045 0.659
-0.089 -0.067 -0.091
-0.072 -0.092 0.030
1.166 -1.184 0.540
0.011 -0.689 0.804
-0.382 0.113 0.353
0.191 -0.036 0.113
-0.027 0.070 0.370
0.138 0.128 0.026
-0.106 0.365 0.120
-0.236 0.194 -0.303
-1.219 -0.020 0.453
-0.162 -0.174 -0.430
-0.366 -0.069 0.224
-0.318 0.277 -0.860
0.347 0.241 -0.171
0.061 0.135 -0.159
-0.270 -1.051 -0.029
-0.469 -0.381 0.538
0.075 0.155 1.222
-1.229 0.117 -0.857
0.283 -0.210 0.315
0.243 0.222 -0.312
0.115 0.040 0.268
0.108 -0.015 -0.011
0.125 -0.038 -0.048
-0.003 -0.056 -0.087
0.387 -0.522 0.170
0.068 -0.117 0.098
0.103 0.264 0.088
0.078 -0.351 -0.152
-0.060 0.411 0.577
0.167 -0.034 0.008
-0.160 -0.019 0.118
-0.103 0.067 -0.293
0.107 -0.381 -0.375
0.122 0.131 0.091
0.072 -0.172 -0.155
-0.250 0.281 -0.188
0.121 -0.999 -0.217
-0.004 -0.326 -0.166
0.661 0.352 -0.357
-0.486 -0.089 -0.779
-0.451 0.737 0.156
0.422 0.081 0.066
-0.436 -0.811 0.022
0.346 -0.227 -0.147
0.015 -0.100 -0.146
-0.005 -0.062 0.116
-0.043 -0.186 -0.022
-0.058 0.289 -0.452
-0.025 0.249 0.110
0.025 -0.135 0.087
0.203 0.038 0.322
-0.040 -0.014 0.118

Values from the calculation:
LUMO in eV: 0.644
ΔE to the lowest compared entry with this formula, charge and spin in kcal per mole: 0.0
Spin multiplicity: 1
HOMO energy in eV: -7.8
Total charge: 0
Frontier orbital gap in eV: 8.40

2.
C12H41N3O7 | ωB97M-V/def2-TZVPD

Geometry (Å):
H: -17.8367 -8.1770 -13.5026
H: -20.3733 -8.4224 -17.4651
H: -17.9701 -13.0541 -16.3503
H: -16.4927 -9.3052 -13.7513
H: -8.3041 -14.7386 -14.6290
H: -13.5311 -10.5708 -10.8483
H: -17.6799 -11.4878 -11.6893
H: -16.4038 -9.3530 -17.2286
C: -18.2386 -8.5482 -17.4313
H: -16.7734 -14.7403 -14.3786
N: -7.5602 -14.0511 -14.5584
H: -14.3418 -11.5403 -16.3136
N: -12.0697 -11.3811 -12.1575
H: -16.7987 -12.9253 -12.0776
C: -9.3567 -12.4733 -15.1995
O: -16.9382 -14.0923 -15.0687
O: -9.8774 -11.1904 -14.9513
O: -17.0147 -8.1697 -15.4232
H: -7.0671 -14.2583 -13.6973
C: -18.3067 -8.4449 -15.9146
N: -17.2180 -9.5606 -17.8096
C: -14.4743 -11.8293 -12.1846
H: -11.8613 -11.7161 -15.4189
H: -12.6970 -8.9573 -12.7606
C: -13.6523 -9.4442 -12.5642
H: -11.5176 -10.0196 -15.4797
H: -10.0370 -13.2585 -14.8282
H: -16.1315 -7.5834 -13.7365
C: -16.8246 -11.8400 -12.2652
C: -19.5876 -8.9793 -17.9819
H: -19.7479 -10.0477 -17.8389
C: -8.0735 -12.6849 -14.4274
H: -9.2520 -12.6339 -16.2805
H: -19.6490 -8.7615 -19.0475
H: -14.0150 -10.8651 -19.1900
H: -10.9042 -11.0644 -16.7448
H: -8.2533 -12.3734 -13.3892
H: -15.6874 -12.1288 -16.7212
H: -14.5007 -12.0240 -13.2641
H: -18.6950 -9.3849 -15.4990
H: -6.1951 -11.6822 -14.0318
H: -11.8566 -11.4137 -13.1463
H: -16.0794 -13.6796 -15.2415
H: -18.5233 -12.3789 -17.6165
H: -19.0217 -7.6670 -15.6082
C: -16.8852 -8.3187 -14.0195
C: -6.9353 -11.7219 -14.8326
O: -15.0966 -12.0264 -15.9628
H: -14.3568 -8.8870 -11.9516
C: -13.3624 -10.8092 -11.9038
H: -16.9349 -11.6840 -13.3402
H: -7.3309 -10.7072 -14.9180
H: -14.8254 -9.6322 -18.7928
O: -18.0864 -12.1905 -16.7786
O: -14.2953 -10.3499 -18.4276
H: -6.4682 -12.0524 -15.7582
H: -14.2513 -12.7529 -11.6436
C: -11.0652 -10.9948 -15.6612
H: -17.5214 -10.4249 -17.3392
H: -14.1486 -9.5283 -13.5399
H: -17.9472 -7.5962 -17.8792
H: -11.2738 -10.9579 -11.7046
O: -15.6707 -11.2421 -11.7159

Force components x, y, z for each atom (eV/Å):
0.061 0.257 0.050
-0.146 -0.118 -0.137
-0.016 0.101 0.235
-0.138 -0.066 -0.114
-0.068 0.101 0.085
0.751 -0.444 0.231
-0.036 0.318 -0.286
0.081 0.235 -0.269
0.379 -0.912 -0.024
-0.097 -0.024 -0.020
-0.356 -0.012 0.264
-0.094 0.049 -0.117
0.331 -0.685 -0.257
0.045 0.014 -0.201
-0.023 -0.773 0.187
0.134 -0.087 -0.071
-0.120 0.062 0.272
-0.238 0.020 0.049
0.145 -0.225 -0.168
-0.221 0.177 -0.002
-0.117 0.066 0.687
0.658 0.644 -0.053
0.281 -0.258 0.162
-0.144 0.431 0.373
-0.127 -0.615 -0.800
0.493 0.163 0.292
-0.304 0.197 -0.134
-0.224 0.037 0.391
0.015 -0.751 0.715
0.001 0.436 -0.039
-0.034 0.000 0.126
1.217 1.190 -0.051
0.270 0.025 -0.003
-0.050 -0.070 -0.010
-0.008 0.034 -0.007
0.095 -0.048 0.018
-0.537 -0.472 0.053
-0.065 0.308 0.013
-0.248 -0.104 -0.057
0.128 -0.169 -0.096
0.154 -0.180 -0.129
-0.035 0.022 -0.009
0.064 0.167 0.093
0.015 -0.001 0.017
0.117 0.144 0.004
0.458 -0.040 -0.294
-0.564 0.050 0.110
-0.009 -0.277 0.039
0.322 0.349 0.072
-1.085 0.698 0.526
0.007 0.184 -0.005
0.038 -0.037 -0.189
-0.231 -0.109 0.074
-0.073 -0.401 -0.173
0.266 -0.082 0.006
0.027 0.107 -0.055
-0.067 -0.131 -0.050
-0.834 0.119 -0.718
0.054 0.235 -0.540
0.127 -0.270 -0.016
0.016 0.096 0.194
-0.254 0.286 0.174
-0.186 0.040 -0.420

Values from the calculation:
LUMO in eV: 0.415
ΔE to the lowest compared entry with this formula, charge and spin in kcal per mole: 16.3
Spin multiplicity: 1
HOMO energy in eV: -9.0
Total charge: 0
Frontier orbital gap in eV: 9.45

3.
C9H18NO6PdSi | ωB97M-V/def2-TZVPD

Geometry (Å):
O: 1.3090 1.8152 -1.1997
O: -1.9305 -1.7605 0.2255
O: 0.3145 -2.1800 -3.2248
H: -0.9255 3.3299 -2.7926
H: -2.4854 -0.9839 0.3505
C: 0.9083 -3.7824 -0.1584
C: -1.1649 -3.7873 1.0741
H: -3.0090 -2.9127 1.5976
O: -0.7556 -0.3297 -2.3364
H: -1.5170 -4.2180 0.1382
H: 2.2066 4.1524 0.8340
C: -0.2090 -1.2308 -2.8143
H: 0.3691 -4.2169 -0.9909
O: 1.6854 -0.9741 0.4534
C: 0.9261 -2.6665 1.9507
Pd: 0.3507 0.7916 0.0601
H: 1.5107 5.4867 -0.0962
H: -1.2114 -4.5372 1.8636
H: 1.9450 -3.4853 -0.2559
C: -1.9927 -2.5655 1.3914
C: 0.9733 -1.2027 1.4664
H: 2.7989 4.5039 -0.7910
H: -0.5203 4.9810 -2.2985
H: -1.1411 3.8860 0.5127
H: -1.6226 -2.0261 2.2666
H: -0.4846 2.5407 1.3669
H: 0.4036 -2.8005 2.8911
H: 0.6262 4.0373 -3.2484
Si: 0.6738 3.3102 -0.9127
O: 0.2790 -0.3518 2.0704
H: 1.9464 -3.0347 2.0393
H: -1.5789 2.3222 -0.0537
C: 1.9053 4.4711 -0.1649
C: -0.1168 3.9778 -2.4509
N: 0.2616 -3.4442 0.8832
C: -0.7282 2.8848 0.3538

Force components x, y, z for each atom (eV/Å):
-0.025 -0.261 -0.402
0.035 0.053 0.089
0.052 0.136 -0.082
0.015 -0.010 -0.014
-0.022 0.031 -0.055
-0.297 0.722 -0.254
0.049 -0.026 -0.063
-0.001 0.042 -0.008
-0.064 0.280 -0.182
0.004 -0.090 0.048
0.025 -0.009 -0.012
-0.042 -0.405 0.326
0.101 -0.274 0.073
-0.673 0.056 -0.177
0.434 -0.058 -0.294
0.871 0.480 1.184
-0.012 -0.005 0.004
-0.033 0.060 0.060
0.044 -0.151 0.047
-0.095 -0.045 -0.132
0.022 0.179 0.513
-0.004 -0.006 -0.008
-0.004 -0.003 -0.004
0.111 0.060 -0.062
0.000 -0.023 0.004
-0.048 0.130 0.052
-0.107 0.101 -0.051
0.008 -0.003 0.005
0.153 0.049 -0.386
-0.348 -0.339 -0.809
-0.003 -0.003 0.065
-0.060 0.066 0.061
-0.051 0.022 0.106
-0.084 0.077 0.074
0.219 -0.327 0.226
-0.171 -0.510 0.057

Values from the calculation:
LUMO in eV: -4.361
Spin multiplicity: 1
HOMO energy in eV: -12.3
Total charge: +1
Frontier orbital gap in eV: 7.96